1.
The following is a quantum chemistry calculation of a 2-piece molecular cluster, C3H10N4 overall, from the OMol25 dataset.

Max |F|: 0.073 hartree/bohr
Total charge: +1
ΔE to the lowest compared entry with this formula, charge and spin: 171.7 kJ/mol
Frontier orbital gap (alpha / beta): 8.7 / 3.5 eV
Multiplicity: 2
LUMO (alpha / beta): -4.2 / -9.1 eV

Last column: Löwdin spin population.
Atoms and positions in Å:
C  0.68713  2.63864  -0.70895  0.004
N  -0.71633  2.27693  -0.53043  0.025
C  -0.97253  1.72205  0.70577  0.001
N  -1.66317  0.62713  0.88947  0.041
H  0.77699  3.15534  -1.65968  0.000
H  1.05690  3.27113  0.09993  0.000
H  1.35267  1.77591  -0.70948  0.002
H  -1.08197  1.72294  -1.29079  0.001
H  -0.56697  2.30649  1.54515  0.000
H  -1.85696  0.64888  1.90674  0.001
N  1.63189  -3.28419  -0.03547  0.408
C  0.42530  -2.53912  0.15261  0.045
N  0.17823  -1.50975  -0.57530  0.444
H  2.01586  -3.63685  0.82902  0.009
H  2.33236  -2.88936  -0.65517  0.006
H  -0.25529  -2.98265  0.90071  0.000
H  -0.62732  -1.07209  -0.10091  0.012

***

2.
The following is a quantum chemistry calculation of C8H12Cl2N2O3STlY as an isolated structure, from the OMol25 dataset.

Max |F|: 0.247 hartree/bohr
Total charge: +4
ΔE to the lowest compared entry with this formula, charge and spin: 6.6 kJ/mol
Frontier orbital gap: 2.6 eV
Multiplicity: 1
LUMO: -16.1 eV

Last column: Mulliken charge in e.
Atoms and positions in Å:
Tl  0.10482  0.71569  -8.84935  1.309
Y  0.07652  0.09938  -1.42471  1.366
Cl  -0.62037  2.93451  -8.17943  -0.064
Cl  2.09605  -1.34837  -1.57957  -0.305
C  -0.72832  -1.51566  -0.04062  0.080
C  -0.47745  1.31765  -10.99438  0.096
C  0.55825  -1.04438  -9.64734  0.551
O  -1.11231  -2.29739  0.73189  0.035
O  -0.77353  1.57662  -12.03694  0.107
O  0.80830  -2.09164  -10.12808  0.001
C  2.45769  -0.08555  2.06750  -0.752
N  1.23980  -0.00529  2.93670  0.101
C  1.47677  -0.38585  4.32530  -1.214
C  0.05827  0.46862  2.46594  0.457
S  0.13379  1.36842  0.89268  -0.243
N  -1.17314  0.28591  3.00607  0.141
C  -1.51524  0.03090  4.40541  -1.120
C  -2.42787  0.45766  2.17677  -0.976
H  3.32903  -0.45417  2.63638  0.319
H  2.74125  0.88776  1.64970  0.363
H  2.29492  -0.79628  1.24913  0.243
H  1.31026  0.46326  4.99585  0.404
H  0.85511  -1.24576  4.58059  0.443
H  2.51578  -0.69828  4.49533  0.403
H  -2.23786  0.77842  4.76901  0.410
H  -2.00702  -0.94848  4.48728  0.423
H  -0.66620  0.06571  5.07628  0.363
H  -2.50980  1.45712  1.73421  0.428
H  -2.48344  -0.30053  1.39084  0.259
H  -3.32406  0.31001  2.80756  0.371

***

3.
The following is a quantum chemistry calculation of a 10-piece molecular cluster, C34H59F6N8O10P overall, from the OMol25 dataset.

Max |F|: 0.111 hartree/bohr
Total charge: -3
Frontier orbital gap (alpha / beta): 3.4 / 5.6 eV
Multiplicity: 2
LUMO (alpha / beta): 4.7 / 4.7 eV

Last column: Löwdin spin population.
Atoms and positions in Å:
C  2.80950  -5.67371  2.93198  0.001
C  2.57654  -4.16092  2.74972  0.001
N  1.42539  -3.87674  1.94503  0.001
C  1.06581  -2.68374  1.46629  0.001
C  -0.02465  -2.75281  0.61642  0.001
N  -0.24105  -4.02724  0.42986  0.000
C  0.63616  -4.73386  1.26953  0.001
C  -1.24468  -4.58567  -0.51326  0.000
H  3.62416  -5.89483  3.62157  0.000
H  3.02294  -6.20458  2.00422  0.001
H  1.94906  -6.22736  3.30775  0.000
H  3.40510  -3.76182  2.16464  0.000
H  2.64788  -3.63464  3.70157  0.000
H  1.58352  -1.80969  1.83292  0.000
H  -0.59384  -2.00600  0.08284  0.000
H  0.65051  -5.80926  1.36798  0.000
H  -0.97580  -5.58359  -0.85959  0.001
H  -1.25271  -3.98670  -1.42390  0.000
H  -2.26583  -4.59547  -0.13214  0.000
C  0.37416  2.36568  -3.18269  0.000
C  1.32539  1.62751  -2.28400  0.000
N  0.78706  1.62139  -0.92814  0.000
C  -0.30955  0.98128  -0.55889  0.000
C  -0.54255  1.45492  0.71745  0.000
N  0.33036  2.49394  1.02798  0.000
C  1.16257  2.60522  -0.02792  0.000
C  0.29010  3.32463  2.19038  0.000
H  -0.57351  1.82903  -3.13761  0.000
H  0.68074  2.38738  -4.22846  0.000
H  0.45079  3.42982  -2.95945  0.000
H  2.28179  2.14929  -2.25055  0.000
H  1.58203  0.61453  -2.59401  0.000
H  -0.76197  0.18601  -1.13270  0.000
H  -1.34924  1.20294  1.38988  0.000
H  1.92018  3.36652  -0.14126  0.000
H  -0.36235  2.74355  2.84211  0.000
H  -0.11076  4.30524  1.93380  0.000
H  1.32079  3.40304  2.53626  0.000
C  3.88389  -1.29385  -1.04151  0.006
C  4.34439  -2.23185  -2.16623  0.023
N  3.79155  -3.47322  -2.01911  0.129
C  4.21061  -4.48508  -1.18031  -0.005
C  3.31010  -5.61152  -1.21858  0.065
N  2.32811  -5.22681  -2.14634  0.194
C  2.68787  -3.99843  -2.66261  0.408
C  1.22701  -6.00487  -2.64201  0.036
H  4.40669  -0.33766  -1.01972  0.001
H  3.86795  -1.76516  -0.05880  0.000
H  2.81777  -1.08787  -1.13671  0.001
H  5.41317  -2.42956  -2.08421  0.005
H  4.19006  -1.82251  -3.16459  0.010
H  5.07033  -4.37234  -0.53644  0.002
H  3.21325  -6.51254  -0.63106  0.017
H  2.12799  -3.43918  -3.39758  0.045
H  1.63852  -6.72511  -3.34913  0.033
H  0.54860  -5.33765  -3.17370  0.003
H  0.74334  -6.50562  -1.80331  0.003
C  -5.70148  1.01362  -3.01996  0.000
C  -4.18117  0.87887  -2.66260  0.000
N  -3.77824  1.96037  -1.80607  0.000
C  -2.98533  3.00975  -2.14803  0.000
C  -2.88429  3.85335  -1.04142  0.000
N  -3.52594  3.18212  0.03273  0.000
C  -4.10423  2.04809  -0.42464  0.000
C  -3.52102  3.55362  1.45139  0.000
H  -6.04607  1.86801  -3.60253  0.000
H  -6.32319  1.06823  -2.12633  0.000
H  -6.02404  0.20483  -3.67564  0.000
H  -3.53905  0.88196  -3.54338  0.000
H  -3.85299  -0.09015  -2.28660  0.000
H  -2.71285  3.12939  -3.18622  0.000
H  -2.43455  4.82720  -0.91594  0.000
H  -4.69269  1.36209  0.16656  0.000
H  -4.36035  4.22824  1.62025  0.000
H  -2.71939  4.17929  1.84387  0.000
H  -3.45605  2.63273  2.03090  0.000
C  4.51224  3.35173  -3.41385  0.000
C  4.25002  4.45943  -2.38031  0.000
O  3.07328  4.56721  -2.10400  0.000
O  5.15131  5.18455  -1.90733  0.000
H  5.34858  3.49003  -4.09906  0.000
H  3.64090  3.18153  -4.04623  0.000
H  4.81741  2.40314  -2.97208  0.000
C  -2.01761  8.34126  1.99566  0.000
C  -2.08786  7.34986  0.85019  0.000
O  -3.07740  7.53442  0.12982  0.000
O  -1.27797  6.46986  0.73518  0.000
H  -2.93991  8.40698  2.57287  0.000
H  -1.74873  9.32371  1.60760  0.000
H  -1.23167  8.05934  2.69632  0.000
C  -4.30608  0.74575  4.68618  0.000
C  -3.09095  1.35503  5.41963  0.000
O  -2.98874  1.02047  6.64193  0.000
O  -2.19278  1.92394  4.76310  0.000
H  -5.22954  1.04162  5.18397  0.000
H  -4.22654  -0.33388  4.55903  0.000
H  -4.31686  1.07526  3.64723  0.000
C  -1.71765  -1.71139  3.21480  0.000
C  -2.75396  -1.81409  2.14155  0.000
O  -3.59053  -2.73629  2.24772  0.000
O  -2.85151  -0.94224  1.25638  0.000
H  -2.19082  -1.20921  4.05861  0.000
H  -0.88843  -1.08139  2.89293  0.000
H  -1.22738  -2.61793  3.56965  0.000
C  -1.67119  -1.41795  -3.35209  0.000
C  -0.24458  -1.99233  -3.29799  0.001
O  -0.01010  -2.88702  -4.18176  0.008
O  0.49632  -1.53842  -2.41285  0.005
H  -2.01821  -1.24168  -2.33395  0.000
H  -2.38901  -2.02514  -3.90360  0.000
H  -1.56854  -0.42176  -3.78239  0.000
P  3.18691  0.53404  3.17323  0.000
F  3.22202  0.33785  1.53801  0.000
F  3.12826  -1.08974  3.28484  0.000
F  4.79681  0.50570  3.07011  0.000
F  3.28101  0.49022  4.81759  0.000
F  3.12345  2.17123  3.30207  0.000
F  1.55397  0.52197  3.08128  0.000

***

4.
The following is a quantum chemistry calculation of one molecule with the formula C7H13NSSi, from the OMol25 dataset.

Max |F|: 0.132 hartree/bohr
Total charge: 0
SMILES string: Cc1ncsc1[Si](C)(C)C
ΔE to the lowest compared entry with this formula, charge and spin: 0.0 kJ/mol
Frontier orbital gap: 9.0 eV
Multiplicity: 1
LUMO: 0.6 eV

Last column: Mulliken charge in e.
Atoms and positions in Å:
C  -1.42509  -2.16765  -0.23561  -1.097
C  -1.92834  -0.79881  -0.06666  0.385
N  -3.22489  -0.46835  -0.15205  -0.563
C  -3.43773  0.81759  -0.19620  -0.112
S  -2.06382  1.84834  -0.08263  -0.102
C  -0.97456  0.44730  -0.17231  0.187
Si  0.90237  0.52446  0.05362  0.440
C  1.54027  2.25810  0.34214  -1.153
C  1.84066  -0.12927  -1.50074  -1.106
C  1.39385  -0.66285  1.46984  -1.137
H  -1.91171  -2.76564  -0.90637  0.390
H  -0.40947  -2.26717  -0.41011  0.270
H  -1.65037  -2.53354  0.84826  0.237
H  -4.47546  1.24569  -0.14047  0.335
H  1.28116  2.86917  -0.48816  0.360
H  1.10452  2.66491  1.27092  0.306
H  2.62017  2.46949  0.35066  0.337
H  2.41632  0.61267  -2.05943  0.364
H  2.44267  -0.93160  -1.15648  0.343
H  1.08293  -0.56641  -2.20949  0.294
H  2.39489  -0.19323  1.83712  0.287
H  0.65127  -0.64710  2.28229  0.316
H  1.83039  -1.62610  1.32185  0.419